108
Properties=species:S:1:pos:R:3:forces:R:3 method="wB97M-V/def2-TZVPD" total_energy_ev=-88642.003 multiplicity=2 charge=0 s_squared=0.762
Tl -1.65456 -1.01839 -1.47764 0.05 -0.02 0.01
C -0.79537 -0.39878 7.68698 0.00 0.00 0.02
C -0.96850 -0.44871 6.19423 0.01 -0.02 0.01
C -1.07158 0.71526 5.44620 0.04 0.02 -0.05
C -1.21765 0.69570 4.06191 0.04 -0.02 0.09
C -1.30116 2.01069 3.33682 -0.03 0.01 0.04
C -1.28718 -0.55204 3.41806 0.02 0.01 -0.08
C -1.43493 -0.67481 1.95495 0.17 -0.34 0.28
O -1.32792 0.21954 1.14929 -0.17 0.44 -0.28
C -1.18333 -1.74626 4.15892 -0.01 -0.03 0.01
C -1.21601 -3.10940 3.50713 0.01 -0.01 0.00
C -1.01665 -1.67183 5.53260 -0.03 0.00 0.00
H -0.85392 0.62302 8.05942 0.00 0.00 -0.01
H 0.17214 -0.81145 7.98011 -0.01 0.00 -0.02
H -1.56347 -0.98887 8.18970 0.00 0.00 -0.02
H -1.02867 1.67435 5.95219 0.00 -0.02 -0.01
H -1.04992 2.82504 4.01842 -0.02 -0.02 -0.01
H -2.31301 2.18275 2.96579 -0.01 -0.04 0.01
H -0.64417 2.04757 2.47112 0.04 -0.01 0.00
H -1.61392 -1.69683 1.58959 -0.08 -0.02 0.03
H -0.40084 -3.23782 2.79042 -0.03 0.02 0.02
H -2.14956 -3.28667 2.96942 0.01 0.01 0.03
H -1.12313 -3.88326 4.26751 0.01 0.01 0.00
H -0.93025 -2.59042 6.10412 0.00 0.02 -0.01
C -1.46661 9.26455 -0.92029 0.00 0.02 -0.01
C -1.18632 7.78667 -0.97626 0.00 0.01 -0.02
C -1.33558 7.06984 -2.15390 0.01 0.01 -0.02
C -1.09487 5.69867 -2.22086 0.02 0.02 0.04
C -1.28176 5.02534 -3.55659 0.01 0.00 -0.03
C -0.70617 5.01345 -1.06084 -0.05 0.04 -0.02
Te -0.38047 2.83537 -1.05315 -0.18 0.20 0.17
N 0.07577 0.81937 -1.90411 0.31 -0.37 -0.18
C 0.32811 0.31924 -3.09754 -0.08 -0.03 0.02
O 0.12927 -0.91985 -3.30563 -0.09 0.15 -0.07
C 0.83371 1.12499 -4.27144 -0.06 0.03 0.00
C 0.71938 0.56097 -5.53944 0.00 0.01 0.01
C 1.19090 1.23526 -6.65628 0.01 0.00 0.02
C 1.79310 2.47902 -6.51702 -0.01 -0.01 -0.01
C 1.91849 3.04480 -5.25519 0.00 0.00 0.01
C 1.44018 2.37039 -4.14098 -0.01 0.04 -0.05
C -2.34638 2.52606 -1.79854 0.01 -0.07 -0.05
C -2.50808 2.02112 -3.08686 -0.01 0.00 0.03
C -3.77051 1.76412 -3.59890 0.01 -0.01 0.01
C -4.88765 2.01186 -2.81448 0.00 0.01 0.00
C -4.72878 2.52188 -1.53647 0.01 0.02 0.01
C -3.46647 2.79237 -1.00544 -0.02 -0.03 -0.02
C -3.35351 3.33973 0.38889 0.03 0.02 0.00
C -0.51373 5.73042 0.13223 -0.01 0.01 -0.01
C -0.07279 5.09798 1.43497 -0.04 -0.01 -0.01
C -0.76317 7.09988 0.15308 0.04 0.00 0.02
H -1.65266 9.66966 -1.91499 0.00 -0.02 0.01
H -0.62858 9.81126 -0.48456 0.00 -0.02 0.00
H -2.34513 9.47355 -0.30597 0.01 -0.01 0.00
H -1.64053 7.59093 -3.05702 0.01 -0.01 0.02
H -1.02348 5.71118 -4.36549 -0.02 0.00 0.02
H -2.31979 4.71566 -3.70075 0.02 0.01 0.02
H -0.66216 4.13462 -3.66251 0.01 0.03 0.02
H 0.27003 -0.41960 -5.62298 0.00 0.01 0.00
H 1.09257 0.78779 -7.63773 0.00 0.00 0.01
H 2.16418 3.00505 -7.38821 0.00 -0.01 0.01
H 2.39179 4.01229 -5.13770 -0.01 -0.01 0.00
H 1.55551 2.80988 -3.15858 -0.02 0.00 -0.02
H -1.63727 1.83396 -3.70346 -0.05 0.00 0.02
H -3.87596 1.37213 -4.60288 0.00 0.01 0.01
H -5.88074 1.80923 -3.19618 0.02 0.00 0.01
H -5.60195 2.71456 -0.92283 0.01 -0.01 -0.02
H -4.33027 3.36893 0.87286 0.02 0.00 -0.01
H -2.94094 4.35179 0.38430 -0.02 -0.01 -0.01
H -2.68532 2.71761 0.98507 0.02 0.00 -0.02
H 0.38852 4.12133 1.31248 0.00 0.01 -0.04
H -0.92563 4.96555 2.10828 0.00 -0.01 -0.04
H 0.64404 5.74558 1.94390 -0.03 0.01 0.00
H -0.61578 7.64405 1.08262 -0.01 -0.01 -0.02
S 0.50246 -2.68298 -0.11308 -0.04 -0.11 -0.10
Sb 2.29426 -1.34981 -0.47449 -0.10 0.25 0.04
C 3.08226 -1.06620 -2.40187 0.08 -0.02 -0.10
C 3.40401 -2.23329 -3.08949 -0.03 0.00 -0.03
C 4.03985 -2.16107 -4.31832 -0.01 0.01 0.00
C 4.37390 -0.92419 -4.85625 -0.02 0.01 0.03
C 4.05381 0.23742 -4.17175 0.02 -0.02 -0.04
C 3.39963 0.16962 -2.94811 0.09 -0.08 0.06
C 3.92512 -2.36725 0.40349 0.03 -0.08 0.05
C 3.97896 -3.75588 0.32929 0.03 -0.01 0.08
C 5.06054 -4.43813 0.86997 0.01 0.01 0.01
C 6.08429 -3.73625 1.49289 -0.01 -0.01 -0.01
C 6.02718 -2.35228 1.57830 -0.02 0.02 -0.01
C 4.94892 -1.66702 1.03297 0.04 -0.02 -0.05
C 2.28664 0.37305 0.73769 0.09 0.03 0.18
C 2.67877 1.65520 0.36975 0.01 -0.01 0.00
C 2.74928 2.66147 1.32609 0.05 -0.05 0.01
C 2.45024 2.38710 2.65313 -0.02 -0.01 0.00
C 2.06444 1.10651 3.02648 -0.08 0.03 -0.01
C 1.97572 0.10564 2.07043 0.01 0.01 -0.03
H 3.14576 -3.20395 -2.68053 0.00 0.01 0.01
H 4.27141 -3.07171 -4.85648 0.00 0.02 0.01
H 4.87128 -0.86619 -5.81645 -0.01 0.00 0.02
H 4.28649 1.20467 -4.60083 -0.03 -0.03 0.01
H 3.10472 1.08659 -2.45979 0.08 -0.04 0.04
H 3.16385 -4.30903 -0.12450 0.00 0.02 -0.01
H 5.09954 -5.51899 0.81278 0.00 0.02 0.00
H 6.92485 -4.27025 1.91860 -0.01 0.01 -0.01
H 6.82018 -1.80363 2.07152 -0.01 -0.01 -0.01
H 4.91011 -0.58595 1.10834 -0.01 0.00 0.00
H 2.92704 1.89320 -0.65478 -0.02 -0.02 0.00
H 3.04314 3.66128 1.02958 0.00 -0.02 0.00
H 2.51000 3.17344 3.39615 0.00 -0.01 -0.02
H 1.81247 0.88718 4.05734 0.02 0.00 -0.02
H 1.66138 -0.89135 2.36665 0.01 0.02 0.00